Below is ClCr as an isolated structure at a distorted geometry, with properties calculated with wB97M-V/def2-TZVPD.

- energy (a.u.) = -1504.31948
- energy relative to the best compared isomer or geometry (same formula, charge and spin) (eV) = 0.0146
- strongest force on any atom (eV/A) = 1.9
- net charge = +1
- expectation value of S² = 6.059
- multiplicity = 5
- HOMO (spin up / spin down) (eV) = -15.97 / -16.34

XYZ file:
```
2
Properties=species:S:1:pos:R:3:mulliken_spin:R:1
Cr -17.36487 -6.12606 -23.60568 4.0730
Cl -17.39188 -3.89822 -23.30286 -0.0730
```


Below is C37H32BrCaClN5O5PS as an isolated structure, with properties calculated with wB97M-V/def2-TZVPD.

- energy (a.u.) = -6530.67658
- energy relative to the best compared isomer or geometry (same formula, charge and spin) (eV) = 0.4303
- strongest force on any atom (eV/A) = 0.7
- multiplicity = 1
- HOMO (eV) = -7.66

XYZ file:
```
84
Properties=species:S:1:pos:R:3:mulliken_charge:R:1
Ca -1.34093 -0.75961 -0.10433 1.3273
O -6.41082 -4.03299 0.19482 -0.5667
C -6.24823 -3.48718 1.38939 0.4448
O -6.99090 -3.70862 2.31211 -0.6094
C -5.08388 -2.57094 1.57133 0.0828
C -4.75503 -2.05028 2.80512 -0.4438
N -3.67032 -1.28505 2.62938 -0.2904
N -3.26238 -1.25858 1.35694 0.1175
C -4.11265 -2.04219 0.69909 -0.0696
C -3.90527 -2.25566 -0.77891 0.5308
O -4.54975 -3.13634 -1.34718 -0.8508
O -3.04707 -1.48715 -1.32345 -0.7078
H -5.70110 -3.72748 -0.43746 0.4721
H -5.22503 -2.19127 3.76151 0.5406
H -3.13055 -0.79836 3.32669 0.0877
Cl -3.32722 1.79692 -0.00644 -0.1495
C -2.55549 3.35415 0.29891 0.6638
C -3.38415 4.46016 0.19358 -0.6019
C -2.86845 5.71834 0.45150 -0.5188
C -1.53699 5.86101 0.81860 -0.7896
C -0.73056 4.74186 0.91614 -0.4478
C -1.21288 3.45770 0.64841 -0.6298
P -0.13614 1.98316 0.78800 1.4083
C 1.08656 2.15362 -0.55316 0.8784
C 1.85751 1.01196 -0.78481 -0.1221
C 2.78150 0.97959 -1.81468 -0.5914
C 2.93977 2.08951 -2.63402 -0.7889
C 2.17089 3.22191 -2.41525 -0.8012
C 1.24649 3.25559 -1.38005 -0.6893
C 0.83798 2.39626 2.28241 0.3108
C 2.21812 2.26392 2.34683 -0.4432
C 2.88779 2.46612 3.54672 -0.5949
C 2.18909 2.80148 4.69364 -0.5643
C 0.80673 2.93455 4.63866 -0.7182
C 0.13950 2.72730 3.44502 -0.3784
H -4.42037 4.32851 -0.08169 0.4839
H -3.51100 6.58393 0.37385 0.3897
H -1.13159 6.84032 1.03026 0.4224
H 0.30455 4.85320 1.21441 0.5046
H 1.72946 0.13124 -0.15961 0.2206
H 3.35682 0.08090 -1.98721 0.5289
H 3.64873 2.06682 -3.45007 0.3355
H 2.28133 4.08434 -3.05899 0.3953
H 0.63879 4.14055 -1.23950 0.3800
H 2.78628 2.00451 1.46369 0.3943
H 3.96337 2.35756 3.57773 0.4342
H 2.71439 2.95752 5.62542 0.3799
H 0.24843 3.19831 5.52744 0.4142
H -0.93962 2.83252 3.41722 0.4343
Br 0.08544 -3.41054 -0.89249 -0.1032
C 1.56392 -3.18879 0.30687 0.6531
C 2.68045 -3.92104 0.04486 -0.8211
C 3.76458 -3.85417 0.95055 -0.5699
C 3.65900 -3.10342 2.08109 -0.9644
C 2.48563 -2.35475 2.35714 1.0092
C 2.35814 -1.62145 3.56466 -0.9910
C 1.22290 -0.91077 3.80923 -1.1471
C 0.20321 -0.85849 2.82676 -0.0170
C 0.23571 -1.52243 1.61860 -0.5494
C 1.40567 -2.33516 1.43821 1.1798
H 2.73012 -4.55869 -0.82582 0.4557
H 4.66226 -4.42156 0.74639 0.3934
H 4.47191 -3.07469 2.79605 0.3742
H 3.17190 -1.64167 4.27877 0.3580
H 1.11693 -0.35646 4.73441 0.4134
H -0.63054 -0.18791 3.05112 0.0052
C 3.62340 -1.26875 -5.45871 -0.9241
C 2.92566 -2.55703 -5.04010 -0.2689
C 1.51112 -2.31088 -4.60318 0.2573
N 1.16089 -1.30795 -3.88128 -0.2997
N -0.18351 -1.30556 -3.58044 -0.3309
C -0.81455 -2.32389 -4.09587 0.2004
N -2.14309 -2.54003 -3.93623 -0.3801
S 0.20254 -3.36377 -5.01327 -0.2342
H 4.65726 -1.46596 -5.73808 0.3830
H 3.61410 -0.54739 -4.64367 0.0345
H 3.11927 -0.81223 -6.30949 0.3272
H 3.45957 -3.02447 -4.20846 0.2335
H 2.92984 -3.27992 -5.85804 0.3550
H -2.57159 -2.11071 -3.10823 0.2065
H -2.49548 -3.45603 -4.15865 0.2749
O -1.12455 0.68813 -1.99527 -0.2706
H -0.71193 0.08623 -2.67065 0.3316
H -1.99187 0.87856 -2.37472 0.2109
```


Below is a 8-piece molecular cluster, C7H32BN14O7 overall at a distorted geometry, with properties calculated with wB97M-V/def2-TZVPD.

- energy (a.u.) = -1604.14836
- energy relative to the best compared isomer or geometry (same formula, charge and spin) (eV) = 6.1085
- strongest force on any atom (eV/A) = 10.7
- net charge = -1
- multiplicity = 1
- HOMO (eV) = -7.01

XYZ file:
```
61
Properties=species:S:1:pos:R:3:nbo_charge:R:1
B -0.46554 0.02120 0.03683 -0.7881
H -0.38474 -0.39395 -0.95582 -0.0197
H -0.58999 1.06200 -0.21910 -0.0443
H -1.34756 -0.29698 0.57069 -0.0355
H 0.42275 -0.17477 0.61718 -0.0103
C 1.26123 2.97753 -3.47963 0.7274
O 0.74327 3.56749 -4.39045 -0.6985
N 2.26814 2.27529 -3.69043 -0.8167
N 0.81354 2.87535 -2.28819 -0.8211
H 2.58977 2.32547 -4.64654 0.4060
H 2.76678 1.71118 -3.01719 0.4078
H -0.10468 3.11923 -1.94544 0.3992
H 1.25815 2.36503 -1.53852 0.3966
C 2.96756 0.59442 3.92794 0.7380
O 3.36464 1.69313 3.64967 -0.6689
N 2.27872 -0.20769 3.15766 -0.8229
N 3.28306 0.09204 5.07071 -0.8373
H 2.35540 -1.18265 3.40999 0.3832
H 2.14287 0.00446 2.17958 0.4139
H 3.68795 0.80638 5.65881 0.4115
H 3.42720 -0.90591 5.12919 0.3829
C -2.35051 -0.35116 -4.37485 0.7523
O -2.45735 -1.09104 -5.36234 -0.7025
N -1.18003 -0.24041 -3.72378 -0.8455
N -3.34855 0.18609 -3.80751 -0.8165
H -1.11624 0.29467 -2.86955 0.3905
H -0.41084 -0.81221 -4.04234 0.4145
H -3.20414 0.78737 -3.00895 0.3915
H -4.20582 0.02303 -4.31604 0.4163
C 2.75335 -0.81839 -1.70241 0.7660
O 3.83149 -0.26247 -1.89575 -0.6955
N 2.53767 -1.51464 -0.58441 -0.8454
N 1.56236 -0.51692 -2.22059 -0.8682
H 3.19684 -1.31178 0.15346 0.3986
H 1.62016 -1.83582 -0.31031 0.3892
H 1.46347 0.18993 -2.93521 0.4112
H 0.84583 -0.97839 -1.67862 0.4239
C -0.06314 3.43733 1.65929 0.7459
O 0.07742 4.53867 2.20687 -0.7111
N -0.82492 3.24683 0.61996 -0.8650
N 0.55970 2.37839 1.93664 -0.8149
H -0.82701 2.33642 0.18262 0.3981
H -1.19994 4.08030 0.19010 0.3938
H 0.83570 2.27865 2.90306 0.4041
H 0.11794 1.60023 1.46822 0.4042
C -2.31605 -2.85127 -0.73225 0.7493
O -2.81404 -3.83003 -1.25599 -0.7078
N -2.87734 -1.69600 -0.74932 -0.8503
N -1.14547 -2.84335 -0.16260 -0.8561
H -3.70873 -1.51571 -1.29373 0.3976
H -2.25164 -0.94822 -0.48582 0.4136
H -0.78405 -1.99496 0.24936 0.4159
H -0.59435 -3.67139 -0.33789 0.4044
C -1.33456 -2.65681 3.60879 0.7262
O -0.31236 -3.25096 3.40130 -0.6901
N -1.60315 -1.57452 2.97958 -0.8107
N -2.30594 -2.99228 4.29243 -0.7801
H -1.08585 -1.23607 2.18086 0.4205
H -2.41197 -1.01004 3.19701 0.3646
H -2.30221 -3.52493 5.15055 0.3943
H -3.10423 -2.37639 4.23326 0.3699
```


Below is C23H44NP3SeV as an isolated structure at a distorted geometry, with properties calculated with wB97M-V/def2-TZVPD.

- energy (a.u.) = -5325.93702
- energy relative to the best compared isomer or geometry (same formula, charge and spin) (eV) = 1.6062
- strongest force on any atom (eV/A) = 5.5
- net charge = +3
- expectation value of S² = 2.043
- multiplicity = 3
- HOMO (spin up / spin down) (eV) = -15.27 / -15.27

XYZ file:
```
73
Properties=species:S:1:pos:R:3:mulliken_spin:R:1
V 0.35697 -0.49046 0.58124 1.2015
P -0.95243 -2.23606 1.19444 -0.0534
P 1.92777 -0.58686 2.30444 -0.0204
P 1.60917 -1.76946 -0.91536 -0.0144
H -2.98553 4.51064 -7.06956 0.0001
C -2.95243 3.58384 -7.63646 0.0001
C -4.03293 2.82464 -7.80086 -0.0004
H -4.99483 3.09874 -7.37526 0.0000
C -2.50133 -2.02696 2.18494 -0.0007
C -0.27893 -3.66946 2.15754 0.0140
C -1.73153 -3.11846 -0.23136 0.0140
C 3.29567 0.65234 2.32024 0.0087
C 1.29687 -0.40896 4.03544 0.0118
C 2.93527 -2.11816 2.57074 0.0080
C 0.93437 -1.80706 -2.62276 0.0147
C 1.93757 -3.57706 -0.65446 0.0175
C 3.35117 -1.27256 -1.27016 0.0095
H -1.99053 3.30984 -8.06216 0.0001
H -3.99983 1.89784 -8.36786 0.0000
H -3.11743 -1.24146 1.74144 0.0003
H -2.26743 -1.75276 3.21564 0.0005
H -3.07073 -2.96336 2.18534 -0.0018
H 0.00787 -3.32536 3.15604 0.0013
H 0.60387 -4.08506 1.67024 -0.0009
H -1.03323 -4.45746 2.26334 -0.0018
H -2.36893 -2.40026 -0.75446 -0.0011
H -2.33383 -3.97176 0.10104 0.0007
H -0.97543 -3.46346 -0.93836 -0.0015
H 3.91147 0.56744 3.22274 -0.0001
H 2.87977 1.66034 2.25364 0.0022
H 3.92027 0.49824 1.43544 0.0012
H 2.07587 -0.62726 4.77474 -0.0003
H 0.46017 -1.09836 4.18354 0.0000
H 0.92877 0.60644 4.19884 0.0016
H 3.60037 -2.00006 3.43364 -0.0006
H 3.54307 -2.32846 1.68784 0.0002
H 2.27697 -2.97176 2.74474 -0.0004
H 1.44817 -2.55506 -3.23696 -0.0006
H 1.05957 -0.81606 -3.06536 0.0036
H -0.13533 -2.02866 -2.58696 0.0011
H 2.60077 -3.95046 -1.44226 0.0003
H 1.01617 -4.16246 -0.66906 -0.0003
H 2.42677 -3.72596 0.31224 0.0002
H 3.86767 -2.08166 -1.79806 0.0011
H 3.88397 -1.06176 -0.33936 -0.0014
H 3.34337 -0.36676 -1.87906 -0.0065
C 0.69727 1.97844 -2.22256 0.2044
C -0.59723 1.59094 -2.59216 0.0123
C -1.15103 2.02264 -3.79816 0.0337
C -0.42783 2.84834 -4.65886 0.1572
C 0.86457 3.23924 -4.29586 0.0145
C 1.42247 2.81104 -3.09416 0.0688
Se 1.57457 1.46394 -0.59056 0.3043
H -0.79323 -0.42366 -0.59376 -0.0568
H -1.15893 0.94584 -1.92166 0.0048
H -2.15793 1.70814 -4.06376 0.0020
H -0.86113 3.18284 -5.59726 0.0259
H 1.44417 3.88224 -4.95396 0.0033
H 2.42847 3.11994 -2.82146 -0.0026
N -0.92213 0.92434 1.53454 0.0007
C -1.13623 1.56534 2.80894 0.0145
C -1.45373 0.86974 3.99284 0.0025
C -1.80313 1.53684 5.16824 -0.0019
C -1.87783 2.92484 5.18824 0.0015
C -1.59253 3.64524 4.02784 0.0021
C -1.22693 2.97684 2.85334 -0.0094
H -1.76233 0.35404 1.44304 0.0038
H -0.91713 1.62414 0.77984 0.0048
H -1.43673 -0.17916 4.04074 0.0032
H -2.03653 0.96954 6.06124 -0.0002
H -2.17033 3.43724 6.09414 0.0000
H -1.67493 4.72404 4.03594 -0.0002
H -1.05103 3.56364 1.96204 -0.0010
```


Below is a 2-piece molecular cluster, C4H11N4O2 overall at a distorted geometry, with properties calculated with wB97M-V/def2-TZVPD.

- energy (a.u.) = -528.20255
- energy relative to the best compared isomer or geometry (same formula, charge and spin) (eV) = 3.4111
- strongest force on any atom (eV/A) = 3.5
- net charge = +1
- multiplicity = 1
- HOMO (eV) = -13.90

XYZ file:
```
21
Properties=species:S:1:pos:R:3:nbo_charge:R:1
C -1.74361 0.62781 0.06058 0.7211
C 2.35171 1.23892 -0.27842 0.6626
C -3.15726 0.67997 -0.42335 -0.7343
C -0.05332 -0.93514 0.79113 0.0853
N 3.34642 0.71409 -0.04640 -0.1234
N 1.40274 2.12192 -0.36020 -0.8050
N -1.15894 -0.58276 -0.05777 -0.6219
N 4.14578 -0.30855 -0.18641 -0.5736
O -1.06888 1.55188 0.55488 -0.6737
O 1.02048 -1.52676 0.01234 -0.7548
H -3.66787 1.62580 -0.27930 0.2649
H -3.91614 -0.06581 -0.14517 0.2666
H -3.05507 0.30840 -1.51803 0.2537
H 0.33157 -0.01723 1.14972 0.1911
H -0.25692 -1.71125 1.53717 0.1846
H 0.44813 2.01698 0.20902 0.4919
H 1.30637 2.73070 -1.23449 0.4523
H 3.55728 -1.20885 0.00865 0.4146
H -1.60898 -1.44904 -0.43342 0.4134
H 4.95026 -0.19800 0.40718 0.4011
H 0.97816 -2.47302 0.13411 0.4834
```


> Number 5 is which compound?

C4H11N4O2


> Which value of strongest force on any atom does entry 2 give?

0.7 eV/A